15
Properties=species:S:1:pos:R:3:nbo_charge:R:1 method="wB97M-V/def2-TZVPD" energy_ha=-349.87464 e_homo_ev=-8.70 e_above_lowest_ev=1.215 smiles=F[C@H]1CN[C@@H]2C[C@H]12 gap_ev=9.8
C 1.1993 -0.3770 0.3680 0.216
C 0.8788 1.1410 0.1920 -0.254
C -1.0084 0.0647 -0.5729 -0.074
C -1.2908 -1.0292 0.4564 -0.437
C -0.0349 -0.9879 -0.3882 -0.295
H 1.2945 -0.6472 1.4388 0.171
H 1.3569 1.3901 -0.7322 0.184
H 1.1936 1.7749 1.0096 0.199
H -0.7103 2.0956 -0.7069 0.368
H -1.6392 0.0500 -1.4809 0.215
H -2.0785 -1.7809 0.3379 0.224
H -1.2246 -0.7096 1.5505 0.219
H 0.2000 -1.7041 -1.1961 0.239
N -0.5251 1.3169 0.0173 -0.618
F 2.3889 -0.5973 -0.2934 -0.359

=====

16
Properties=species:S:1:pos:R:3:nbo_charge:R:1 method="wB97M-V/def2-TZVPD" energy_ha=-404.25825 e_homo_ev="-12.29 / -12.24" e_above_lowest_ev=4.982 gap_ev="8.5 / 7.4" total_charge=+1
C -0.6083 -1.3481 -1.0921 -0.454
C -0.0387 -2.4908 -1.2929 0.550
C -0.1372 0.8803 0.0755 0.513
C 0.2470 -0.0381 -1.0142 -0.544
C 0.8825 -0.3897 1.8917 -0.108
N 0.1475 0.6050 1.3459 -0.489
N -0.7846 2.0480 -0.1133 -0.758
F 0.9938 -3.2356 -1.3455 -0.250
H -1.7331 -1.1248 -1.1606 0.264
H 1.3786 -0.1497 -1.0178 0.274
H 0.2148 0.3727 -2.0489 0.276
H 0.6608 -0.4735 2.9170 0.207
H 1.3726 -1.1068 1.3105 0.209
H -0.3026 1.2150 2.0158 0.425
H -1.1775 2.3851 -1.0223 0.439
H -1.1156 2.8510 0.5512 0.446

=====

17
Properties=species:S:1:pos:R:3:nbo_charge:R:1 method="wB97M-V/def2-TZVPD" energy_ha=-500.21261 e_homo_ev=-8.51 e_above_lowest_ev=5.363 gap_ev=9.3
C 1.7686 2.7871 -0.2129 -0.349
C 0.7233 2.1959 -0.6560 -0.241
C -1.0911 -2.6188 0.9811 -0.511
C 0.5387 0.7753 -0.7543 -0.108
C -0.5029 -1.7079 1.7554 0.231
N -0.5923 0.2354 -0.9878 0.406
O -0.5626 -1.1178 -1.2275 -0.540
O -1.6447 0.7728 -1.0878 -0.481
F 0.8383 -1.6256 1.8285 -0.329
H 1.9877 3.7456 -0.4374 0.196
H 2.5107 2.1903 0.3637 0.185
H -0.0600 2.8667 -1.0312 0.225
H -1.4422 -1.4345 -1.2287 0.486
H -2.1381 -2.7776 0.7090 0.217
H -0.5274 -3.2602 0.2996 0.209
H 1.3360 0.0069 -0.6868 0.224
H -1.1421 -1.0336 2.3732 0.180

=====

16
Properties=species:S:1:pos:R:3:nbo_charge:R:1 method="wB97M-V/def2-TZVPD" energy_ha=-748.07091 e_homo_ev=-8.58 e_above_lowest_ev=0.952 smiles=F[C@@H]1[C@@H]2NC[C@H](S)[C@H]12 gap_ev=9.4
C 0.3054 0.8729 0.3491 -0.324
C -1.1388 0.5140 0.6615 -0.255
C -0.0055 -1.4147 1.1973 -0.076
C 0.4050 -1.5767 -0.2295 0.177
C 1.0284 -0.4662 0.5377 -0.310
H 0.2690 0.8922 -2.0127 0.137
H 0.6588 1.5267 1.1518 0.219
H -1.5993 0.3496 -0.3126 0.204
H -1.7346 1.2547 1.1858 0.207
H -1.3642 -0.4560 2.4306 0.371
H 0.3021 -2.1659 1.9152 0.222
H 1.0400 -2.4020 -0.4914 0.183
H 2.0900 -0.4600 0.7564 0.233
N -1.2036 -0.6913 1.4682 -0.605
F -0.4566 -1.3197 -1.2456 -0.343
S 0.5816 1.9126 -1.1742 -0.041